1.
# C4H8O2

An isolated molecule of C4H8O2 (ωB97M-V/def2-TZVPD, the Open Molecules 2025 dataset).

Atoms and positions in Å:
C  -0.932  2.249  -0.043
O  -0.665  1.022  -0.369
C  0.469  0.486  -0.738
C  0.436  -1.221  1.047
C  0.523  -0.991  -0.473
O  -0.484  -1.719  -1.164
H  -0.124  2.973  -0.004
H  -0.337  -0.573  1.477
H  -1.978  2.465  0.109
H  1.348  1.132  -0.706
H  0.185  -2.260  1.270
H  1.389  -0.969  1.527
H  1.477  -1.373  -0.854
H  -1.308  -1.221  -1.079

As for the total energy: -307.55010 Eh. The HOMO energy (alpha / beta) comes out at -7.66 / -7.65 eV. The value obtained for the energy relative to the best compared isomer or geometry (same formula, charge and spin) is 426.2 kJ/mol. The calculation puts the LUMO energy (alpha / beta) at 0.576 / 0.616 eV.

---

2.
# C33H61BMnN6P

C33H61BMnN6P as an isolated structure (ωB97M-V/def2-TZVPD, the Open Molecules 2025 dataset).

Atoms and positions in Å:
Mn  -0.497  0.765  -0.442
C  0.121  3.363  2.437
C  1.337  3.184  1.512
C  2.490  4.091  1.925
C  1.732  1.738  1.525
C  2.769  1.125  2.204
C  2.597  -0.250  2.036
C  3.564  -1.279  2.549
C  4.163  -2.107  1.407
C  3.002  -2.173  3.663
N  1.498  -0.442  1.290
N  0.991  0.781  0.938
B  0.684  -1.741  1.013
N  0.654  -2.026  -0.501
N  0.078  -1.119  -1.341
C  -0.071  -1.709  -2.536
C  0.456  -2.992  -2.476
C  0.904  -3.166  -1.170
C  1.488  -4.410  -0.578
C  2.466  -5.080  -1.545
C  0.349  -5.375  -0.213
C  -0.750  -1.053  -3.703
C  0.208  -0.097  -4.418
C  -2.044  -0.360  -3.265
N  -0.805  -1.420  1.427
N  -1.344  -0.359  0.791
C  -2.616  -0.172  1.184
C  -2.912  -1.159  2.096
C  -1.750  -1.942  2.229
C  -1.719  -3.147  3.123
C  -2.584  -4.257  2.499
C  -0.354  -3.681  3.542
C  -3.405  0.977  0.622
C  -4.588  0.475  -0.208
C  -3.864  1.925  1.731
H  -0.199  4.406  2.453
H  0.375  3.074  3.457
H  -0.712  2.737  2.104
H  1.031  3.445  0.495
H  2.752  3.928  2.971
H  2.207  5.138  1.817
H  3.373  3.908  1.313
H  3.559  1.605  2.756
H  4.373  -0.693  2.986
H  3.400  -2.708  0.915
H  4.925  -2.775  1.807
H  4.631  -1.462  0.661
H  2.404  -2.987  3.258
H  2.397  -1.598  4.366
H  3.829  -2.614  4.218
H  1.119  -2.652  1.613
H  0.498  -3.708  -3.279
H  2.025  -4.155  0.336
H  1.944  -5.487  -2.411
H  2.963  -5.909  -1.042
H  3.229  -4.383  -1.894
H  -0.183  -5.686  -1.113
H  -0.362  -4.901  0.463
H  0.754  -6.264  0.272
H  -1.015  -1.849  -4.399
H  0.484  0.720  -3.750
H  -0.253  0.309  -5.319
H  1.121  -0.616  -4.708
H  -1.850  0.342  -2.436
H  -2.776  -1.087  -2.914
H  -2.488  0.214  -4.078
H  -3.842  -1.312  2.618
H  -2.232  -2.819  4.032
H  -2.180  -4.572  1.537
H  -3.611  -3.927  2.347
H  -2.597  -5.121  3.163
H  0.152  -4.188  2.721
H  -0.493  -4.409  4.340
H  0.282  -2.882  3.924
H  -2.720  1.544  -0.055
H  -5.263  -0.100  0.426
H  -4.264  -0.164  -1.029
H  -5.147  1.316  -0.618
H  -4.541  1.399  2.405
H  -4.404  2.771  1.306
H  -3.025  2.302  2.317
C  2.306  2.304  -2.396
C  1.342  3.459  -2.081
P  -0.364  2.915  -1.651
C  -1.329  2.911  -3.232
C  -1.340  4.210  -4.037
C  -1.153  4.335  -0.747
C  -0.437  5.681  -0.872
H  3.334  2.619  -2.225
H  2.227  2.000  -3.438
H  2.120  1.430  -1.765
H  1.264  4.140  -2.926
H  1.714  4.035  -1.235
H  -2.353  2.651  -2.948
H  -0.952  2.101  -3.857
H  -1.749  5.049  -3.478
H  -1.981  4.060  -4.906
H  -0.350  4.473  -4.405
H  -1.245  4.079  0.309
H  -2.170  4.404  -1.140
H  0.507  5.695  -0.327
H  -1.070  6.455  -0.438
H  -0.235  5.958  -1.904

As for the total energy: -3139.39093 Eh. The HOMO energy (alpha / beta) comes out at -14.36 / -14.34 eV. As for the expectation value of S²: 6.11. Its net charge is +2. The value obtained for the energy relative to the best compared isomer or geometry (same formula, charge and spin) is 14.9 kJ/mol. The calculation puts the LUMO energy (alpha / beta) at -8.719 / -6.801 eV. Its multiplicity is 5.